Record 1
Entry from the Open Molecules 2025 dataset: a structure of composition C24H15BrF5FeN4OS (ωB97M-V/def2-TZVPD).

XYZ file:
```
52
Properties=species:S:1:pos:R:3:nbo_charge:R:1
Fe 0.93 0.23 0.51 0.781
C 1.23 -2.80 -2.62 -0.675
C 1.19 -1.56 -1.79 0.190
N 1.22 -1.52 -0.52 -0.221
N 1.41 -2.68 0.19 -0.469
C 2.09 -2.41 1.28 0.287
N 2.37 -3.49 2.08 -0.815
S 2.71 -0.87 1.72 -0.318
C 1.27 -0.23 -2.41 0.189
C 1.04 -0.01 -3.77 -0.242
C 1.17 1.27 -4.28 -0.167
C 1.52 2.30 -3.42 -0.266
C 1.74 2.00 -2.08 0.066
N 1.63 0.78 -1.58 -0.413
H 1.26 -3.67 -1.96 0.260
H 0.34 -2.86 -3.24 0.215
H 2.10 -2.82 -3.28 0.215
H 1.77 -4.29 1.94 0.386
H 2.60 -3.27 3.03 0.395
H 0.76 -0.84 -4.41 0.217
H 0.98 1.46 -5.33 0.209
H 1.62 3.32 -3.77 0.215
H 2.00 2.78 -1.38 0.207
Br 1.45 2.59 1.33 0.149
C -0.18 3.30 0.60 -0.040
C -0.45 4.62 0.81 -0.280
C -1.64 5.16 0.27 -0.224
C -2.49 4.36 -0.44 -0.194
C -2.21 2.99 -0.65 -0.068
C -3.09 2.17 -1.38 -0.242
C -2.79 0.85 -1.56 -0.194
C -1.61 0.30 -1.04 -0.284
C -0.69 1.02 -0.31 -0.207
C -1.02 2.41 -0.12 -0.065
H 0.23 5.24 1.37 0.216
H -1.86 6.21 0.43 0.204
H -3.40 4.77 -0.85 0.199
H -4.01 2.60 -1.78 0.193
H -3.47 0.21 -2.12 0.195
H -1.43 -0.76 -1.20 0.202
F -0.80 -4.77 4.84 -0.315
C -0.66 -3.61 4.17 0.204
C -1.14 -3.47 2.88 0.253
F -1.75 -4.52 2.29 -0.312
C -1.01 -2.28 2.19 0.284
F -1.51 -2.20 0.95 -0.316
C -0.37 -1.15 2.75 0.263
O -0.23 -0.04 2.11 -0.763
C 0.09 -1.33 4.07 0.258
F 0.70 -0.31 4.69 -0.307
C -0.05 -2.52 4.76 0.255
F 0.42 -2.63 6.02 -0.312
```

Output
relative energy (zero: lowest compared OMol25 entry of this formula, charge and spin): 25.1 kJ/mol
F_max: 1.1 eV/Å
DFT total energy: -161992.8230 eV
net charge: -1
gap between HOMO and LUMO (spin up / spin down): 7.09 / 7.13 eV

***

Record 2
Entry from the Open Molecules 2025 dataset: a structure of composition C24H15Cl2CoN4O2 (ωB97M-V/def2-TZVPD).

XYZ file:
```
48
Properties=species:S:1:pos:R:3:mulliken_spin:R:1
Co 0.29 -0.19 -0.19 3.068
Cl 1.37 4.96 4.14 0.001
C 1.18 4.05 2.68 0.002
C 1.17 2.67 2.76 0.004
C 1.01 1.91 1.61 0.048
N 0.98 0.52 1.52 0.135
C 1.34 -0.34 2.48 0.034
O 1.64 -0.14 3.64 0.054
C 1.40 -1.76 1.93 0.012
C 1.65 -2.82 2.77 0.003
C 1.74 -4.09 2.23 0.007
C 1.60 -4.25 0.86 -0.001
C 1.35 -3.14 0.09 0.014
N 1.24 -1.91 0.61 0.008
C 0.86 2.55 0.36 -0.006
C 0.87 3.94 0.29 0.001
C 1.03 4.68 1.45 0.005
Cl 1.04 6.41 1.32 0.001
N 0.69 1.67 -0.70 0.097
C 0.77 1.99 -2.00 0.002
O 0.99 3.07 -2.53 0.052
C 0.57 0.77 -2.89 0.031
C 0.50 0.92 -4.26 0.001
C 0.27 -0.20 -5.04 0.005
C 0.12 -1.43 -4.43 -0.002
C 0.21 -1.49 -3.05 0.016
N 0.45 -0.42 -2.29 0.025
H 1.29 2.17 3.71 0.002
H 1.77 -2.62 3.83 0.000
H 1.93 -4.95 2.87 0.000
H 1.68 -5.23 0.39 0.000
H 1.26 -3.22 -0.99 0.001
H 0.77 4.43 -0.66 0.002
H 0.62 1.91 -4.67 0.000
H 0.21 -0.11 -6.12 0.000
H -0.07 -2.33 -5.00 0.000
H 0.09 -2.44 -2.53 0.002
C -4.39 -0.62 0.76 0.004
C -3.66 0.42 1.33 0.013
C -2.31 0.55 1.06 0.002
C -1.68 -0.35 0.20 0.322
C -2.42 -1.38 -0.37 -0.006
C -3.77 -1.52 -0.09 0.021
H -5.45 -0.72 0.98 0.001
H -4.14 1.12 2.00 0.001
H -1.75 1.36 1.51 0.008
H -1.95 -2.10 -1.04 0.010
H -4.34 -2.32 -0.54 0.001
```

Output
F_max: 0.6 eV/Å
DFT total energy: -97859.3020 eV
multiplicity: 5
net charge: 0
gap between HOMO and LUMO (spin up / spin down): 7.15 / 6.10 eV

***

Record 3
Entry from the Open Molecules 2025 dataset: a structure of composition C24H15HgN4O2S3 (ωB97M-V/def2-TZVPD).

XYZ file:
```
49
Properties=species:S:1:pos:R:3:mulliken_spin:R:1
Hg -8.84 0.28 -15.55 0.086
S -9.76 1.92 -17.00 0.039
C -8.53 1.75 -18.24 0.021
C -7.80 2.95 -18.41 -0.006
C -6.68 3.08 -19.29 -0.001
C -5.77 4.21 -19.41 0.000
N -5.04 5.13 -19.53 -0.001
C -6.34 1.94 -19.94 0.001
C -7.13 0.76 -19.92 -0.001
C -8.18 0.52 -18.98 -0.005
S -8.91 -0.97 -18.94 0.006
C -5.01 1.78 -20.40 0.003
N -3.90 1.84 -20.69 0.001
H -8.08 3.82 -17.89 0.001
H -6.64 -0.05 -20.49 0.000
C -3.02 -3.98 -16.37 0.000
C -4.45 -3.87 -15.95 0.002
C -4.74 -3.63 -14.60 -0.001
C -6.06 -3.39 -14.16 0.009
C -7.05 -3.29 -15.08 -0.007
C -6.74 -3.50 -16.39 0.009
C -5.48 -3.73 -16.90 -0.003
S -8.59 -2.83 -14.40 -0.040
O -8.82 -3.68 -13.24 0.010
O -9.55 -2.72 -15.48 0.015
N -8.35 -1.16 -13.99 0.018
C -8.64 -0.62 -12.75 0.032
C -9.44 -1.24 -11.80 -0.001
C -9.89 -0.57 -10.63 0.038
C -9.56 0.77 -10.39 0.083
C -8.67 1.45 -11.26 -0.141
C -8.33 2.85 -11.13 0.373
C -7.62 3.42 -12.12 -0.128
C -7.03 2.59 -13.06 0.253
N -7.37 1.32 -13.31 0.089
C -8.14 0.73 -12.40 0.117
H -2.29 -4.36 -15.56 0.000
H -2.55 -3.04 -16.74 0.000
H -2.84 -4.61 -17.26 0.000
H -3.89 -3.81 -13.87 0.000
H -6.34 -3.31 -13.07 0.000
H -7.52 -3.66 -17.08 -0.001
H -5.44 -3.90 -17.99 0.000
H -9.64 -2.29 -11.81 0.022
H -10.58 -1.09 -10.00 0.023
H -10.09 1.38 -9.63 0.004
H -8.61 3.39 -10.23 0.046
H -7.53 4.52 -12.11 -0.008
H -6.27 2.97 -13.66 0.040
```

Output
F_max: 3.7 eV/Å
DFT total energy: -71865.7513 eV
multiplicity: 2
net charge: -2
gap between HOMO and LUMO (spin up / spin down): 3.37 / 6.14 eV

***

Record 4
Entry from the Open Molecules 2025 dataset: a structure of composition C24H15N4O4PtS5 (ωB97M-V/def2-TZVPD).

XYZ file:
```
53
Properties=species:S:1:pos:R:3:nbo_charge:R:1
Pt -0.49 -0.84 -0.15 1.089
C 3.44 4.93 -0.17 -0.627
C 2.09 4.26 -0.14 -0.026
C 1.39 4.11 1.05 -0.163
C 0.15 3.51 1.08 -0.203
C -0.41 3.03 -0.10 -0.351
C 0.26 3.19 -1.30 -0.171
C 1.50 3.80 -1.32 -0.219
S -1.95 2.14 -0.04 2.357
O -2.36 1.94 -1.40 -0.974
O -2.81 2.88 0.86 -0.968
N -1.63 0.72 0.62 -0.983
C -1.66 0.63 2.08 -0.354
C -1.53 -0.83 2.51 0.777
O -1.86 -1.18 3.62 -0.630
O -1.06 -1.66 1.61 -0.707
H 3.89 4.94 0.82 0.213
H 3.35 5.97 -0.51 0.215
H 4.11 4.42 -0.85 0.217
H 1.83 4.47 1.98 0.198
H -0.40 3.40 2.01 0.231
H -0.19 2.82 -2.21 0.246
H 2.03 3.92 -2.26 0.206
H -2.59 1.02 2.48 0.241
H -0.83 1.16 2.56 0.204
S -0.17 -0.12 -2.40 0.029
C -1.76 -0.77 -2.48 -0.071
N -2.12 -1.35 -1.36 -0.564
C -3.43 -1.78 -1.35 0.206
C -4.10 -2.40 -0.30 -0.231
C -5.41 -2.78 -0.50 -0.193
C -6.05 -2.56 -1.72 -0.225
C -5.39 -1.95 -2.77 -0.212
C -4.07 -1.56 -2.58 -0.236
S -2.99 -0.74 -3.69 0.434
H -3.58 -2.56 0.64 0.250
H -5.96 -3.25 0.31 0.215
H -7.08 -2.86 -1.85 0.211
H -5.89 -1.77 -3.72 0.217
S 1.42 0.00 0.81 -0.019
C 2.51 -1.37 0.74 -0.180
C 3.76 -1.25 1.33 -0.178
C 4.69 -2.28 1.28 -0.110
C 5.97 -2.11 1.89 0.288
N 7.00 -1.98 2.39 -0.328
C 4.35 -3.48 0.62 -0.165
C 3.10 -3.60 0.04 -0.174
C 2.17 -2.57 0.09 -0.169
S 0.62 -2.81 -0.68 -0.039
C 5.28 -4.57 0.55 0.285
N 6.00 -5.46 0.48 -0.321
H 4.02 -0.33 1.84 0.229
H 2.84 -4.53 -0.46 0.231
```

Output
relative energy (zero: lowest compared OMol25 entry of this formula, charge and spin): 0.0 kJ/mol
F_max: 0.1 eV/Å
DFT total energy: -96709.6523 eV
net charge: -1
gap between HOMO and LUMO: 7.36 eV